No. 1
Computed, not measured: a 14-piece molecular cluster, C48H105F3N2O28S9 overall, with ωB97M-V/def2-TZVPD.

Geometry as XYZ:
```
195
Properties=species:S:1:pos:R:3:forces:R:3:mulliken_charge:R:1
N -6.499 3.732 -7.041 0.488 -0.096 -0.543 -0.546
H -5.571 3.979 -6.730 0.750 -0.112 0.852 0.393
H -6.579 2.733 -7.168 0.094 -0.735 0.075 0.373
H -6.519 4.148 -7.961 -0.712 0.376 -0.517 0.380
H -7.220 4.054 -6.411 -0.252 0.371 0.096 0.374
C 2.428 1.229 1.074 -0.167 1.664 -0.622 -1.448
C 1.551 0.045 0.805 -0.769 -0.520 -0.471 -0.027
C 0.127 0.447 0.260 -0.213 -0.576 -0.114 -0.871
N -0.863 -0.738 0.038 -0.333 -1.051 -0.173 0.200
C -1.218 -1.338 1.436 0.532 -0.346 -1.884 -0.997
C -0.241 -1.795 -0.905 0.034 -0.225 0.157 -0.736
C -1.350 -2.554 -1.644 -0.801 1.202 0.356 -0.682
C -2.366 -1.402 -1.926 0.567 -0.048 -0.383 -0.615
C -2.152 -0.418 -0.801 0.019 1.553 1.202 -0.529
H 2.008 1.935 1.791 0.103 -0.190 0.307 0.338
H 2.480 1.798 0.146 0.055 0.220 -0.145 0.364
H 3.476 1.031 1.300 -0.277 -0.467 0.321 0.368
H 1.514 -0.592 1.688 -0.265 -0.097 -0.082 0.260
H 2.074 -0.481 0.006 -0.265 -0.493 0.031 0.284
H 0.217 0.929 -0.714 0.145 -0.073 -0.056 0.494
H -0.435 1.143 0.884 0.257 -0.035 0.287 0.492
H -0.269 -1.788 1.727 -0.325 0.188 0.620 0.408
H -1.948 -2.135 1.291 0.044 0.072 -0.114 0.416
H -1.637 -0.598 2.117 0.381 0.145 -0.246 0.308
H 0.460 -2.452 -0.390 -0.046 0.255 0.215 0.393
H 0.293 -1.216 -1.658 0.156 0.060 0.125 0.492
H -1.880 -3.293 -1.043 0.436 -0.218 0.079 0.301
H -0.920 -3.010 -2.536 -0.244 -0.038 0.071 0.386
H -3.426 -1.650 -1.975 0.197 -0.528 0.119 0.333
H -2.178 -0.854 -2.850 0.333 -0.372 -0.170 0.342
H -3.007 -0.385 -0.125 0.266 -0.060 0.258 0.364
H -2.039 0.589 -1.201 0.173 0.037 0.189 0.357
C -6.681 -4.488 -8.607 -1.140 0.660 0.124 0.580
F -5.610 -4.096 -9.321 -0.567 -0.897 -0.172 -0.214
F -7.261 -5.653 -9.097 1.553 1.565 0.696 -0.223
F -6.241 -4.658 -7.349 -0.149 -0.862 -0.347 -0.218
S -7.953 -3.103 -8.562 -1.901 2.813 -0.046 1.102
O -9.176 -3.622 -7.957 0.968 -0.827 -0.504 -0.658
O -7.378 -2.056 -7.692 0.616 -1.133 -0.727 -0.698
O -8.114 -2.651 -9.955 0.663 -1.081 1.087 -0.670
C 1.141 3.788 -5.846 0.986 -0.124 -0.391 -1.201
C -0.132 4.268 -6.512 -0.849 0.619 0.688 0.450
C -0.358 3.617 -7.942 -0.297 0.074 0.707 -1.164
O -1.190 4.265 -5.638 -0.396 -0.858 -0.701 -0.939
H 1.133 2.764 -5.473 -0.172 -0.248 -0.132 0.290
H 1.453 4.436 -5.027 -0.469 0.082 0.229 0.301
H 1.935 3.928 -6.579 0.466 -0.438 -0.182 0.312
H 0.129 5.316 -6.661 0.152 0.802 -0.880 0.062
H -0.416 2.533 -7.839 -0.155 -0.200 0.033 0.282
H 0.352 3.821 -8.743 0.688 0.190 0.333 0.345
H -1.289 3.976 -8.380 -0.363 -0.018 0.370 0.293
O -2.917 -9.010 4.417 0.358 -2.028 -2.516 -0.588
S -2.897 -9.841 3.196 -0.031 0.257 -0.260 1.104
O -2.200 -9.399 1.972 -0.857 -0.845 2.348 -0.597
O -2.410 -11.377 3.623 -0.423 2.766 0.789 -0.295
C -1.976 -12.314 2.652 -0.493 -0.508 -0.360 -0.178
C -2.380 -13.675 3.199 0.164 -0.336 -0.724 -1.131
C -4.631 -10.201 2.720 1.447 -0.286 0.514 -0.835
H -0.911 -12.202 2.454 -0.016 -0.012 0.146 0.284
H -2.527 -12.126 1.730 0.177 -0.066 -0.249 0.305
H -1.979 -13.909 4.186 -0.075 0.271 -0.026 0.307
H -2.031 -14.446 2.512 0.237 -0.047 -0.034 0.372
H -3.464 -13.786 3.173 -0.026 0.195 0.362 0.294
H -4.632 -10.955 1.933 0.174 0.350 -0.250 0.288
H -5.014 -9.231 2.403 -0.352 -0.314 0.176 0.353
H -5.066 -10.691 3.591 -0.294 0.618 0.061 0.319
O 9.575 7.414 -0.029 0.455 -0.759 -1.946 -0.580
S 9.676 6.821 -1.360 0.688 -1.276 -0.922 1.158
O 8.484 6.544 -2.151 1.778 0.758 1.193 -0.588
O 10.702 7.690 -2.357 -2.176 -1.090 0.722 -0.326
C 11.928 8.112 -1.817 0.839 0.088 1.638 -0.177
C 11.843 9.497 -1.267 -0.253 1.757 -1.086 -1.203
C 10.739 5.205 -1.378 -0.908 1.657 0.394 -0.824
H 12.670 8.024 -2.611 -0.077 0.078 0.004 0.337
H 12.261 7.529 -0.959 -0.077 -0.827 -0.218 0.279
H 11.489 10.093 -2.107 0.110 0.488 -0.019 0.315
H 12.817 9.894 -0.979 0.083 -0.178 0.008 0.351
H 11.132 9.726 -0.473 0.035 -0.796 0.156 0.305
H 10.612 4.770 -2.370 -0.261 0.076 0.220 0.304
H 10.385 4.586 -0.554 -0.044 -0.014 -0.241 0.340
H 11.784 5.481 -1.232 -0.196 0.041 0.107 0.310
O 0.726 11.318 0.772 1.341 -0.343 0.173 -0.574
S 2.104 10.952 0.564 0.906 -0.766 1.063 1.137
O 2.778 11.306 -0.661 -0.532 -0.428 0.720 -0.591
O 3.003 11.572 1.815 -0.768 -0.510 -0.524 -0.303
C 4.429 11.451 1.626 1.772 -0.156 0.312 -0.206
C 5.243 11.828 2.951 -1.830 0.580 -0.856 -1.165
C 2.380 9.113 0.932 -0.895 1.189 -0.230 -0.936
H 4.657 11.991 0.707 0.384 0.547 0.446 0.375
H 4.745 10.438 1.376 -0.501 -0.407 0.125 0.278
H 5.048 12.879 3.164 -0.116 0.004 0.195 0.295
H 6.327 11.728 2.991 -0.112 -0.400 -0.842 0.367
H 4.832 11.230 3.764 -0.037 0.042 0.017 0.292
H 2.316 8.884 1.996 0.435 0.652 0.108 0.318
H 3.334 8.837 0.482 -0.324 -0.099 0.002 0.330
H 1.505 8.585 0.554 0.276 0.098 -0.713 0.383
O -4.933 -15.858 -2.218 -1.113 2.349 -2.276 -0.588
S -4.960 -15.071 -3.472 -0.093 -0.723 -0.710 1.122
O -6.015 -15.179 -4.522 2.145 0.403 2.902 -0.601
O -4.658 -13.471 -3.155 0.043 -2.907 1.731 -0.261
C -4.724 -12.554 -4.201 -0.985 1.314 -1.103 -0.188
C -3.961 -11.302 -3.809 0.292 -0.335 0.745 -1.214
C -3.388 -15.514 -4.175 -0.011 0.005 -0.520 -0.878
H -5.791 -12.368 -4.322 0.058 0.328 -0.531 0.292
H -4.317 -12.937 -5.138 -0.025 -0.280 -0.026 0.381
H -3.929 -10.543 -4.590 -0.104 -0.211 -0.039 0.366
H -2.949 -11.605 -3.538 0.236 0.095 -0.282 0.303
H -4.345 -10.862 -2.889 -0.331 0.061 -0.127 0.295
H -2.951 -14.755 -4.825 -0.209 0.216 0.217 0.324
H -3.574 -16.374 -4.818 0.083 -0.215 0.340 0.333
H -2.751 -15.725 -3.316 0.016 -0.086 -0.313 0.315
O -8.845 -4.444 -0.549 -1.293 1.662 1.082 -0.583
S -9.654 -3.521 0.232 -0.822 0.031 0.585 1.153
O -10.857 -3.968 0.966 2.204 0.792 -1.618 -0.585
O -8.631 -2.877 1.338 -0.010 -0.958 -2.349 -0.316
C -9.184 -2.114 2.354 -0.006 -0.055 3.445 -0.236
C -9.250 -3.018 3.622 -0.442 -0.271 -0.848 -1.134
C -10.125 -1.930 -0.676 0.571 -1.238 0.204 -0.855
H -10.188 -1.734 2.165 0.158 0.096 -0.316 0.266
H -8.486 -1.323 2.629 -0.083 0.368 -0.707 0.346
H -8.300 -3.521 3.804 0.119 0.181 -0.162 0.292
H -9.971 -3.787 3.346 -0.076 -0.153 0.470 0.305
H -9.547 -2.525 4.548 -0.141 0.231 -0.228 0.359
H -9.247 -1.400 -1.047 0.231 -0.330 0.306 0.315
H -10.652 -1.315 0.053 -0.132 -0.225 -0.208 0.301
H -10.713 -2.193 -1.555 -0.260 -0.143 0.347 0.372
O -4.297 6.278 3.989 -3.004 -0.223 -0.101 -0.580
S -5.659 5.860 3.630 0.665 1.037 -0.203 1.111
O -5.825 4.486 3.242 -0.527 0.262 0.651 -0.587
O -6.752 6.331 4.828 2.035 -1.185 -1.638 -0.294
C -8.121 5.964 4.660 -1.755 0.200 2.347 -0.225
C -8.718 5.823 6.134 0.626 0.070 -1.601 -1.223
C -6.280 6.846 2.221 1.101 -0.174 0.559 -0.915
H -8.405 5.021 4.193 1.056 -0.123 -0.430 0.355
H -8.662 6.758 4.146 0.204 0.167 -0.111 0.333
H -8.431 6.662 6.767 -0.068 -0.037 -0.120 0.337
H -8.350 4.889 6.558 -0.014 0.111 0.093 0.315
H -9.802 5.768 6.026 -0.017 0.035 0.188 0.368
H -5.648 6.502 1.402 -0.136 -0.072 -0.064 0.352
H -6.029 7.892 2.398 -0.312 -0.051 0.130 0.325
H -7.331 6.663 1.997 0.162 -0.031 0.293 0.328
O 9.380 -0.147 4.672 1.318 -2.232 -0.575 -0.586
S 10.272 -1.198 4.174 -0.382 1.126 -0.642 1.108
O 10.529 -2.466 4.865 -0.817 2.055 -1.173 -0.595
O 9.796 -1.444 2.582 0.387 0.712 3.444 -0.282
C 10.134 -2.695 2.056 -0.654 -0.251 -2.694 -0.175
C 9.082 -2.813 0.918 -0.494 -1.274 0.469 -1.266
C 11.841 -0.456 3.750 0.073 -0.262 0.216 -0.847
H 10.263 -3.492 2.789 -0.891 0.020 0.020 0.435
H 11.086 -2.676 1.525 0.463 0.418 0.139 0.243
H 9.204 -3.776 0.423 0.078 0.133 -0.361 0.374
H 9.048 -1.990 0.204 0.994 -0.006 -0.001 0.302
H 8.044 -2.785 1.247 0.069 -0.282 0.738 0.333
H 12.315 -1.136 3.043 0.149 -0.109 0.274 0.291
H 12.414 -0.359 4.672 0.063 0.015 -0.153 0.351
H 11.720 0.501 3.242 -0.363 -0.067 0.293 0.312
O 4.446 -4.024 -6.553 0.758 -0.394 0.111 -0.573
S 5.148 -3.296 -7.555 -1.549 0.914 -3.282 1.160
O 6.132 -2.291 -7.258 -0.281 -0.751 0.064 -0.599
O 5.729 -4.345 -8.681 -1.268 -0.695 3.028 -0.300
C 6.385 -3.827 -9.789 1.689 0.076 -0.245 -0.095
C 7.132 -4.971 -10.447 -0.328 -0.063 -0.962 -1.338
C 3.808 -2.614 -8.682 0.774 0.021 0.917 -0.977
H 7.128 -3.143 -9.377 -0.094 0.615 -0.587 0.316
H 5.663 -3.371 -10.466 0.192 0.231 -0.107 0.315
H 7.892 -5.445 -9.825 -0.253 0.133 0.179 0.324
H 7.618 -4.617 -11.356 0.196 0.264 0.067 0.395
H 6.427 -5.710 -10.828 -0.037 -0.241 0.338 0.334
H 4.144 -1.758 -9.268 0.175 0.008 0.314 0.343
H 2.998 -2.334 -8.008 0.018 0.022 -0.192 0.373
H 3.503 -3.397 -9.377 -0.006 -0.128 0.375 0.321
C -2.070 -0.971 8.414 0.216 1.555 0.872 -0.540
C -3.126 -0.134 8.783 0.277 0.689 -0.692 -0.105
C -3.005 1.289 8.778 0.892 -2.036 -0.486 -0.482
C -1.739 1.820 8.464 -1.100 0.537 1.112 -0.257
C -0.632 0.997 8.341 -0.334 -0.238 -1.281 -0.539
C -0.818 -0.356 8.196 -0.322 -1.430 0.655 -0.159
H -2.249 -2.030 8.524 0.391 -0.158 -0.507 0.344
H -4.069 -0.629 8.963 -0.246 0.278 0.280 0.329
H -3.899 1.851 9.004 0.231 0.417 -0.118 0.364
H -1.632 2.894 8.427 0.107 0.127 0.055 0.358
H 0.376 1.332 8.147 -0.077 0.577 0.163 0.343
H 0.070 -0.942 8.012 -0.033 -0.319 -0.067 0.347
C 1.458 10.890 8.561 -0.614 -0.937 0.256 -0.479
C 1.228 9.824 7.704 0.406 0.106 -0.981 -0.349
C 1.658 8.542 8.015 0.150 -0.061 2.127 -0.433
C 2.171 8.321 9.313 0.567 0.116 -0.456 -0.199
C 2.354 9.376 10.220 -0.093 -1.330 -0.448 -0.456
C 1.970 10.606 9.820 -0.535 2.423 -0.267 -0.149
H 1.112 11.883 8.317 0.105 0.047 -0.069 0.357
H 0.783 10.004 6.737 -0.082 0.064 -0.128 0.354
H 1.558 7.668 7.389 -0.165 0.238 -0.344 0.366
H 2.516 7.330 9.568 -0.075 -0.146 0.099 0.333
H 2.764 9.306 11.217 0.023 -0.607 0.001 0.346
H 1.999 11.436 10.510 0.315 0.087 0.202 0.310
```
Forces are in eV/Å.

Values from the calculation:
- Max |F|: 0.073 Eh/bohr
- LUMO energy: -1.6514 eV
- Energy: -217441.9100 eV
- Charge: 0

No. 2
Computed, not measured: C34H39ClGe2IN4OSSn as an isolated structure, with ωB97M-V/def2-TZVPD.

Geometry as XYZ:
```
84
Properties=species:S:1:pos:R:3:forces:R:3:mulliken_charge:R:1
Sn 0.144 1.591 -0.025 -0.262 0.190 0.124 1.028
C -4.842 1.027 -1.121 -0.025 0.000 0.015 -0.774
N -4.090 2.021 -0.372 0.006 0.000 -0.007 0.156
C -4.271 3.388 -0.496 0.001 -0.002 0.016 -0.689
C -3.469 3.987 0.397 0.014 -0.013 -0.038 -0.529
N -2.778 2.977 1.061 0.010 0.020 0.002 0.523
C -3.185 1.746 0.600 -0.050 0.013 0.030 -0.131
S -2.688 0.234 1.136 0.046 -0.003 -0.017 -0.214
C -1.992 3.189 2.229 -0.076 -0.080 -0.030 0.248
C -2.444 4.050 3.212 -0.031 -0.045 0.028 -0.666
C -1.651 4.211 4.338 0.006 -0.004 0.004 -0.513
C -0.472 3.493 4.439 -0.029 -0.024 0.011 -0.843
C -0.112 2.656 3.397 0.000 0.003 0.009 -0.496
N -0.853 2.520 2.296 0.202 0.160 -0.095 0.244
H -5.907 1.158 -0.936 0.000 0.008 0.000 0.415
H -4.535 0.044 -0.776 -0.005 0.007 -0.004 0.067
H -4.637 1.126 -2.185 0.007 -0.005 0.005 0.366
H -4.947 3.807 -1.220 -0.001 0.000 0.000 0.494
H -3.287 5.027 0.599 -0.013 0.002 0.009 0.554
H -3.395 4.552 3.110 0.002 0.006 -0.002 0.544
H -1.965 4.876 5.132 -0.001 0.001 -0.001 0.436
H 0.166 3.577 5.307 0.000 -0.002 0.000 0.425
H 0.809 2.092 3.422 0.015 0.025 -0.016 0.569
C -3.611 -3.701 0.183 0.005 -0.001 0.044 -1.166
C -2.153 -3.262 0.332 -0.106 0.041 -0.072 -0.385
Ge -1.345 -2.649 -1.341 0.311 -0.200 -0.019 0.132
C -2.282 -1.247 -2.355 -0.086 -0.053 0.049 1.204
C -3.549 -1.738 -3.057 -0.005 0.047 -0.008 -1.464
C -0.766 -4.037 -2.627 -0.141 -0.094 0.020 -0.802
C 0.498 -3.750 -3.009 -0.077 -0.104 0.209 0.261
Ge 1.063 -2.492 -1.613 0.480 0.560 0.109 -0.380
C 2.411 -3.109 -0.318 -0.302 -0.299 0.059 -0.585
C 3.745 -3.503 -0.947 0.034 0.069 0.037 -1.189
C 0.964 0.804 -3.415 -0.276 -0.772 0.212 -0.158
C 0.833 -0.148 -4.596 0.004 0.005 -0.025 -1.318
C 1.281 -4.352 -4.102 0.003 -0.021 0.026 0.447
C 0.758 -5.347 -4.931 0.012 -0.009 0.002 -0.433
C 1.518 -5.882 -5.956 -0.005 0.004 0.002 -0.742
C 2.812 -5.427 -6.182 0.005 0.002 -0.003 -0.498
C 3.341 -4.432 -5.375 -0.005 0.001 -0.003 -0.974
C 2.577 -3.901 -4.346 0.006 0.011 -0.007 0.323
H -4.003 -4.078 1.128 -0.003 -0.006 -0.004 0.388
H -3.723 -4.495 -0.558 -0.003 0.013 -0.013 0.355
H -4.244 -2.865 -0.119 -0.003 -0.004 -0.002 0.156
H -1.532 -4.082 0.695 -0.005 -0.007 -0.002 0.515
H -2.080 -2.454 1.060 0.043 -0.036 0.022 0.363
H -1.565 -0.880 -3.093 -0.005 -0.018 -0.012 -0.241
H -2.499 -0.428 -1.666 0.023 0.018 -0.026 -0.584
H -3.331 -2.569 -3.729 -0.002 -0.008 0.011 0.441
H -4.004 -0.948 -3.660 -0.002 -0.010 -0.007 0.410
H -4.301 -2.081 -2.344 0.003 -0.014 -0.003 0.252
H -1.333 -4.876 -3.028 -0.056 0.133 -0.187 0.418
H 1.977 -3.954 0.221 0.066 -0.012 0.030 0.536
H 2.537 -2.310 0.417 0.019 0.032 -0.040 0.374
H 3.631 -4.345 -1.630 0.001 0.005 -0.007 0.335
H 4.465 -3.794 -0.180 0.007 -0.001 -0.007 0.411
H 4.185 -2.674 -1.508 -0.006 -0.008 -0.010 0.242
H 1.089 1.831 -3.769 0.010 0.004 0.005 0.449
H 0.042 0.785 -2.826 -0.014 0.006 -0.027 -0.211
H 1.696 -0.102 -5.260 -0.007 0.012 -0.008 0.463
H -0.042 0.119 -5.189 0.002 0.005 -0.002 0.375
H 0.710 -1.183 -4.273 0.015 0.005 0.006 0.273
H -0.251 -5.704 -4.773 0.001 -0.003 0.002 0.345
H 1.101 -6.656 -6.587 0.000 -0.001 0.000 0.407
H 3.403 -5.847 -6.985 0.001 -0.001 0.001 0.400
H 4.347 -4.071 -5.546 0.000 -0.001 0.002 0.404
H 2.993 -3.121 -3.715 -0.002 -0.004 -0.002 0.287
Cl 7.178 1.486 -0.891 0.002 0.002 -0.009 -0.234
C 5.566 1.679 -0.292 0.021 0.005 0.005 0.332
C 5.368 2.187 0.961 -0.029 0.000 -0.010 -0.565
C 4.064 2.346 1.467 0.018 0.004 0.013 -0.258
I 3.809 3.126 3.374 0.013 0.001 -0.004 0.121
C 2.964 1.996 0.718 -0.008 0.014 0.030 0.366
O 1.705 2.129 1.154 0.051 -0.139 -0.039 -0.606
C 3.181 1.475 -0.581 -0.021 -0.163 0.138 -0.049
N 2.054 1.182 -1.298 -0.090 -0.378 0.084 -0.247
C 2.138 0.574 -2.482 0.674 2.364 -0.595 1.528
C 3.429 0.392 -3.066 -0.068 -0.529 0.052 -0.638
C 4.556 0.763 -2.407 0.005 -0.201 0.078 -1.407
C 4.470 1.304 -1.099 -0.007 0.021 -0.025 0.675
H 6.218 2.468 1.565 -0.005 0.001 0.009 0.426
H 1.748 -1.150 -2.098 -0.331 -0.690 -0.049 -0.240
H 3.491 -0.084 -4.034 0.016 0.127 -0.060 0.290
H 5.528 0.634 -2.864 -0.003 0.021 -0.012 0.449
```
Forces are in eV/Å.

Values from the calculation:
- Max |F|: 0.049 Eh/bohr
- LUMO energy: -3.9355 eV
- ΔE to the lowest compared entry with this formula, charge and spin: 41.8 kcal per mole
- Energy: -194215.0351 eV
- Charge: +1